No. 1
This record from OMol25 describes a molecular structure, C53H45N2OP2S2SiTi. The level of theory is wB97M-V/def2-TZVPD.

Atoms and positions in Å:
Ti 0.30305 0.05142 -0.92325
C 0.29191 3.99638 -0.40331
Si -0.12587 2.30683 0.34019
C -1.93476 2.40648 0.95146
C -2.37940 3.38114 1.85355
C -3.68779 3.41308 2.29796
C -4.60681 2.47656 1.82681
C -4.19819 1.51226 0.92597
C -2.86293 1.46126 0.51646
P -2.30832 0.25414 -0.73205
C -2.98614 -1.38132 -0.29452
C -3.63922 -1.68045 0.89563
C -4.06593 -2.97795 1.15387
C -3.84096 -3.98572 0.23184
C -3.17735 -3.69962 -0.95654
C -2.74958 -2.40995 -1.21146
C -3.39034 0.80081 -2.11467
C -3.20031 2.10534 -2.57280
C -3.94947 2.60155 -3.62454
C -4.90438 1.79729 -4.23704
C -5.10545 0.50465 -3.78182
C -4.35308 0.00644 -2.72393
C 0.79678 2.19585 2.00353
C 1.30270 3.31445 2.67350
C 1.83697 3.21284 3.94765
C 1.85665 1.98249 4.59758
C 1.36919 0.86090 3.95133
C 0.87215 0.96038 2.65259
P 0.22358 -0.50504 1.77180
C 1.50731 -1.79306 1.94029
C 2.79524 -1.52471 2.39499
C 3.75920 -2.52322 2.41142
C 3.45299 -3.79943 1.96770
C 2.18003 -4.07022 1.48599
C 1.22036 -3.07155 1.45772
C -1.09463 -1.00587 2.95724
C -1.91803 0.00446 3.46120
C -2.96140 -0.29298 4.32151
C -3.19811 -1.60762 4.70225
C -2.37488 -2.61367 4.22499
C -1.33135 -2.31725 3.35701
H -0.00760 4.82876 0.23849
H -0.20306 4.12750 -1.36810
H 1.36686 4.06192 -0.58584
H -1.67779 4.12235 2.22318
H -4.00538 4.17234 3.00191
H -5.63794 2.51101 2.15399
H -4.91957 0.80559 0.53301
H -3.80053 -0.91504 1.64212
H -4.56584 -3.19547 2.08855
H -4.17347 -4.99503 0.43812
H -2.98051 -4.48159 -1.67882
H -2.21337 -2.20598 -2.13158
H -2.46100 2.74192 -2.09611
H -3.79097 3.61570 -3.96777
H -5.49020 2.18162 -5.06157
H -5.85355 -0.12452 -4.24686
H -4.52802 -1.00444 -2.37827
H 1.27467 4.28465 2.19001
H 2.22797 4.09282 4.44318
H 2.25266 1.90092 5.60158
H 1.37790 -0.09760 4.45832
H 3.06280 -0.52887 2.71940
H 4.75654 -2.29466 2.76505
H 4.20690 -4.57582 1.97959
H 1.93872 -5.05727 1.11172
H 0.25361 -3.27802 1.01796
H -1.74050 1.03659 3.18871
H -3.58528 0.50798 4.69756
H -4.01035 -1.84167 5.37864
H -2.53786 -3.64016 4.52837
H -0.70060 -3.12143 3.01174
C -0.84237 0.11541 -4.04348
C 0.32928 -0.56175 -3.41354
N 1.23880 0.17584 -2.85297
N 2.52630 -0.35899 -2.79086
C 3.18095 -0.06158 -1.72309
S 2.52347 0.74647 -0.32266
S 4.81475 -0.71997 -1.71617
C 5.67018 0.24756 -0.43860
C 5.94202 1.68278 -0.80139
C 6.80057 1.98907 -1.85538
C 7.06186 3.30509 -2.19422
C 6.46456 4.33856 -1.48330
C 5.61197 4.04441 -0.43238
C 5.35065 2.72242 -0.09328
C 0.44697 -2.03196 -3.45190
C 0.52497 -2.79407 -4.60777
C 0.65222 -4.17249 -4.52101
C 0.68562 -4.77588 -3.27057
C 0.57832 -4.02866 -2.10740
C 0.44500 -2.64286 -2.18319
O 0.26779 -1.90660 -1.08013
H -0.91085 1.15812 -3.74004
H -1.78315 -0.39858 -3.85405
H -0.67588 0.08622 -5.12745
H 6.60915 -0.30010 -0.33408
H 5.13018 0.16852 0.50397
H 7.25672 1.18375 -2.41949
H 7.73189 3.52788 -3.01468
H 6.66516 5.36824 -1.75004
H 5.14352 4.84444 0.12681
H 4.67852 2.49447 0.72293
H 0.51444 -2.30384 -5.57385
H 0.73214 -4.76978 -5.41879
H 0.78926 -5.85145 -3.19725
H 0.58629 -4.50216 -1.13505

Properties
HOMO energy (spin up / spin down) = -0.265 / -0.262 Eh
2S+1 = 2
total charge = 0
M = 927.991 g/mol
orbital gap (spin up / spin down) = 7.146 / 6.983 eV
ΔE to the lowest compared entry with this formula, charge and spin = 0.0 kcal/mol


No. 2
This record from OMol25 describes a molecular structure, C39H28F2IrN7O2S. The level of theory is wB97M-V/def2-TZVPD.

Atoms and positions in Å:
Ir 0.75702 0.27378 -1.18588
N 2.84995 3.84925 1.04890
C 2.27219 2.74912 0.51636
S 1.10503 2.95204 -0.72792
N 2.64507 1.59354 1.02065
N 2.17694 0.47992 0.53215
C 2.67068 -0.67907 1.12247
C 3.81385 -0.63686 2.04884
C 5.00438 -0.02501 1.63477
C 6.12670 -0.04623 2.44263
C 6.08030 -0.65226 3.69115
C 4.89605 -1.22602 4.12752
C 3.77389 -1.22443 3.31450
C 2.12139 -1.87773 0.65120
C 2.48526 -3.16115 1.14045
C 1.88223 -4.28056 0.64154
C 0.94492 -4.14986 -0.39200
C 0.69071 -2.88602 -0.89197
N 1.23066 -1.77846 -0.39287
H 2.60580 4.75890 0.70860
H 3.54342 3.73640 1.76905
H 5.04630 0.44503 0.66224
H 7.04580 0.40670 2.09313
H 6.96247 -0.67511 4.31756
H 4.84395 -1.67401 5.11183
H 2.84795 -1.64585 3.68476
H 3.24949 -3.23583 1.89704
H 2.14272 -5.25724 1.02800
H 0.43986 -5.00861 -0.80861
H 0.02753 -2.75271 -1.73408
F 5.91744 -0.05608 -2.81766
C 4.64934 0.29329 -3.09927
C 3.65440 -0.00027 -2.18871
C 2.34039 0.37598 -2.44988
C 2.04959 0.98385 -3.69203
C 3.09258 1.28085 -4.56102
F 2.84980 1.93309 -5.71691
C 4.40333 0.95556 -4.28639
C 0.64176 1.30489 -3.93049
C 0.07662 1.58292 -5.17311
C -1.27701 1.84842 -5.25936
C -2.03889 1.88868 -4.09936
C -1.42315 1.59988 -2.90129
N -0.13301 1.26887 -2.82362
H 3.92013 -0.51251 -1.27156
H 5.19608 1.22562 -4.96892
H 0.69966 1.58112 -6.05242
H -1.73685 2.03590 -6.22082
H -3.09507 2.11560 -4.11722
H -1.96898 1.65818 -1.96870
O -1.44064 -1.34482 -1.96513
C -1.86800 -0.81984 -0.93282
N -3.10941 -0.98684 -0.40981
C -3.30064 -0.17383 0.77598
C -1.86587 0.45434 0.90206
O -1.53188 1.18633 1.80413
N -1.12762 0.03627 -0.15650
C -4.28177 0.96921 0.56671
C -4.49305 1.87297 1.60671
C -5.37662 2.92703 1.44783
C -6.05604 3.09758 0.24863
C -5.83879 2.21093 -0.79260
C -4.95349 1.15131 -0.63638
C -3.63343 -1.05436 1.97318
C -2.61890 -1.78244 2.58851
C -2.90648 -2.64861 3.63080
C -4.21381 -2.79827 4.07046
C -5.23065 -2.08254 3.45807
C -4.94310 -1.21631 2.41246
H -3.78971 -1.62702 -0.77700
H -3.94724 1.75046 2.53260
H -5.53742 3.61785 2.26572
H -6.74797 3.92061 0.12346
H -6.36096 2.33764 -1.73297
H -4.78819 0.46344 -1.45573
H -1.59549 -1.65986 2.25117
H -2.10679 -3.20539 4.10268
H -4.43891 -3.47186 4.88750
H -6.25258 -2.19530 3.79729
H -5.74524 -0.66423 1.93968

Properties
HOMO energy (spin up / spin down) = -0.222 / -0.296 Eh
2S+1 = 5
total charge = 0
M = 888.980 g/mol
orbital gap (spin up / spin down) = 6.203 / 5.844 eV
ΔE to the lowest compared entry with this formula, charge and spin = 0.0 kcal/mol


No. 3
This record from OMol25 describes a single C23H22N4O4 molecule. The level of theory is wB97M-V/def2-TZVPD.

Atoms and positions in Å:
C -0.81063 -0.34422 -3.36397
H -1.86378 -0.27094 -3.65344
O -0.35977 0.83636 -2.74589
C -0.91952 1.20064 -1.56529
C -1.94438 0.51005 -0.93320
C -2.39661 0.93369 0.30956
C -1.88498 2.08136 0.89580
C -0.87813 2.80103 0.26219
C -0.37687 2.35174 -0.96840
O 0.59139 3.03618 -1.66408
C 1.86041 3.11133 -1.05178
H 1.80857 3.58499 -0.06767
H 2.47397 3.71839 -1.71500
H 2.30716 2.11374 -0.96038
O -0.31185 3.93223 0.77530
C -0.89139 4.50858 1.92245
H -1.95298 4.72112 1.77029
H -0.35410 5.44225 2.08251
H -0.77060 3.86700 2.80171
H -2.28600 2.39099 1.84696
C -3.44247 0.17101 1.05173
O -4.39700 0.70009 1.58482
N -3.28827 -1.18446 1.09563
C -2.18812 -1.95100 0.68301
C -0.89743 -1.48301 0.88762
C 0.19837 -2.18044 0.39143
C -0.00961 -3.40504 -0.24138
C -1.29064 -3.90032 -0.38148
C -2.39892 -3.18536 0.05595
C -3.78889 -3.70805 -0.14644
H -4.41660 -2.96141 -0.63224
H -4.24780 -3.96253 0.81005
H -3.77327 -4.60337 -0.76192
H -1.44261 -4.85501 -0.86399
H 0.84616 -3.94536 -0.61204
C 1.53711 -1.62992 0.49376
C 1.90160 -0.34364 0.86878
N 3.24735 -0.28799 0.77211
C 4.15653 0.67925 0.99833
C 5.47513 0.38732 0.79225
C 5.81890 -0.90891 0.35529
N 4.94518 -1.85351 0.13343
C 3.66774 -1.57889 0.32846
N 2.63085 -2.36017 0.16678
H 6.85267 -1.17332 0.18365
H 6.23444 1.13167 0.96059
H 3.79734 1.64321 1.33251
H 1.31088 0.50047 1.16196
H -0.75230 -0.56147 1.42649
H -4.07465 -1.68357 1.49279
H -2.38279 -0.36094 -1.39057
H -0.66836 -1.21649 -2.71631
H -0.20045 -0.45533 -4.25871

Properties
HOMO energy = -0.299 Eh
total charge = 0
M = 418.453 g/mol
orbital gap = 8.197 eV
ΔE to the lowest compared entry with this formula, charge and spin = 69.9 kcal/mol


No. 4
This record from OMol25 describes 2 unconnected molecules or ions with the total composition C3H10NO3. The level of theory is wB97M-V/def2-TZVPD.

Atoms and positions in Å:
C -2.00162 -0.71709 -0.01269
C -0.94239 0.29182 -0.26516
C 0.38465 -0.30785 0.17984
N 2.20895 1.02442 -0.21953
O -1.14420 1.48852 0.36406
O 0.63539 -0.46695 1.42784
O 0.83910 -1.27578 -0.63733
H -1.70713 -1.70898 -0.39371
H -2.87480 -0.54470 -0.61364
H -2.18869 -0.55927 1.06850
H -0.85773 0.48152 -1.30873
H 2.26568 1.85981 -0.81592
H 2.63120 0.23951 -0.58995
H 2.62027 1.23012 0.62774
H -1.74862 1.45023 1.22975
H 1.16944 -1.25011 1.52057
H 0.71051 -1.23522 -1.56165

Properties
HOMO energy = -0.557 Eh
total charge = +1
M = 108.117 g/mol
orbital gap = 10.962 eV
ΔE to the lowest compared entry with this formula, charge and spin = 62.7 kcal/mol


No. 5
This record from OMol25 describes a molecular structure, C18H28F18KN3O18S6. The level of theory is wB97M-V/def2-TZVPD.

Atoms and positions in Å:
K -0.09660 -0.47590 -0.21713
C 3.08528 -3.04148 -1.20734
F 2.61046 -4.27651 -1.12588
F 2.98387 -2.38842 -0.05628
F 4.38762 -3.09530 -1.50087
S 2.12764 -2.09190 -2.56129
O 2.60040 -0.70844 -2.56424
O 2.52494 -2.70380 -3.79273
N 0.45712 -2.18816 -2.11877
S -0.21142 -2.94161 -3.30210
O -0.27520 -2.16078 -4.51502
O 0.19475 -4.33488 -3.43523
C -2.03531 -3.13979 -2.75099
F -2.66277 -4.08842 -3.46267
F -2.08325 -3.45199 -1.43618
F -2.68577 -1.97721 -2.94278
C 2.62337 -2.07440 3.71678
F 1.37302 -2.52856 3.69977
F 3.00790 -2.02501 4.98179
F 3.37989 -2.89119 3.01921
S 2.55206 -0.31379 2.98726
O 3.92280 0.02357 2.68248
O 1.65110 -0.46861 1.86364
N 1.85646 0.56715 4.22068
S 3.06500 1.31248 4.97025
O 4.06228 0.48812 5.65008
O 3.54901 2.43721 4.19697
C 2.10482 2.04350 6.44669
F 1.53275 1.04046 7.10875
F 2.96339 2.62658 7.32025
F 1.24087 2.97072 6.09442
C -4.28461 0.98054 -0.19695
F -3.64319 1.26720 -1.33061
F -5.43938 1.63217 -0.17633
F -4.55041 -0.32365 -0.14863
S -3.22174 1.55985 1.27576
O -3.94838 2.75979 1.63035
O -3.23179 0.54398 2.29633
N -1.67910 1.70242 0.64159
S -1.29881 3.19417 0.96271
O -2.04350 4.08745 0.11508
O -1.20704 3.57407 2.36524
C 0.52953 3.08148 0.49007
F 1.23004 2.67119 1.53776
F 0.76197 2.23392 -0.52895
F 1.00743 4.28265 0.14103
C -1.67248 2.91970 -9.39029
O -0.44715 2.55407 -8.80097
C 0.57028 3.51968 -8.88288
C 1.64038 3.11152 -7.85295
O 1.04155 2.87637 -6.59153
C 1.96924 2.27089 -5.71078
C 1.25474 2.00355 -4.42791
O 0.15210 1.11923 -4.62800
C -0.70937 1.16749 -3.52002
H -2.23978 1.99725 -9.49895
H -1.49099 3.36615 -10.37283
H -2.28657 3.60231 -8.79529
H 0.13837 4.46488 -8.53528
H 1.05386 3.64898 -9.85400
H 2.44899 3.83736 -7.72093
H 2.02857 2.14130 -8.19022
H 2.87903 2.83819 -5.45950
H 2.45852 1.36652 -6.09521
H 0.89668 2.93432 -3.97685
H 1.89193 1.47644 -3.70947
H -0.99105 2.20972 -3.34050
H -0.18363 0.80083 -2.62494
H -1.56484 0.50602 -3.63917
C -1.43892 0.40967 8.00144
O -1.51005 -0.43783 6.86434
C -0.63706 -1.54033 6.97588
C -1.17930 -2.69506 6.10680
O -1.36329 -2.25397 4.77128
C -1.88701 -3.27713 3.94406
C -2.01821 -2.63782 2.56129
O -0.79530 -2.39343 1.91320
C -0.28021 -3.58037 1.27323
H -1.14891 1.39831 7.61595
H -0.64976 0.16351 8.71016
H -2.42419 0.62332 8.41990
H -0.61439 -1.94588 7.99122
H 0.37788 -1.33603 6.62843
H -2.17072 -3.00213 6.45600
H -0.42132 -3.48652 6.09551
H -2.86166 -3.61849 4.30926
H -1.15024 -4.09181 3.91092
H -2.41613 -1.63032 2.71403
H -2.76637 -3.20047 1.98605
H -0.70233 -4.53622 1.58129
H 0.77438 -3.57781 1.55440
H -0.34276 -3.47681 0.18989

Properties
HOMO energy = -0.188 Eh
total charge = -2
M = 1147.889 g/mol
orbital gap = 8.784 eV
ΔE to the lowest compared entry with this formula, charge and spin = 23.2 kcal/mol


No. 6
This record from OMol25 describes a gas-phase ion, C6H11N3O2S (charge +2). The level of theory is wB97M-V/def2-TZVPD.

Atoms and positions in Å:
C -1.14950 0.47099 2.20784
C 0.14308 -0.03553 0.31993
C -2.20172 -0.32234 1.53045
C 1.02964 0.27494 -2.99837
C 2.42278 0.01505 -2.56510
C 1.29952 -0.55172 -1.76022
N 0.00999 0.58231 1.53085
N -1.27788 0.94968 3.43124
N 1.07112 0.18070 -0.53727
O -1.77024 -0.87409 -1.18726
O -0.91321 -2.47042 0.51029
S -1.27765 -1.16315 0.10760
H -2.86970 -0.98839 2.15572
H -2.66359 0.49447 0.88370
H 0.57776 1.09283 -2.65085
H 0.45944 -0.20852 -3.77994
H 2.91155 -0.72136 -3.15698
H 3.10095 0.72425 -2.07126
H 1.13963 -1.61084 -1.62712
H 0.72810 1.01679 2.01965
H -2.16690 0.98620 3.96421
H -0.38398 1.31970 3.93511
H 1.78083 0.83845 -0.26222

Properties
HOMO energy = -0.664 Eh
total charge = +2
M = 189.240 g/mol
orbital gap = 8.559 eV
ΔE to the lowest compared entry with this formula, charge and spin = 41.3 kcal/mol


no.,F_max (eV Å⁻¹)
1,0.85
2,1.86
3,1.09
4,3.83
5,4.10
6,4.03